42
Properties=species:S:1:pos:R:3:forces:R:3 method="wB97M-V/def2-TZVPD" relative_energy_kj_mol=197.1 smiles="CCCCOCCCNC(=O)c1ccc(OC)cc1" spin_multiplicity=1 total_charge=0 homo_ev=-8.605 orbital_gap_ev=9.34 total_energy_ha=-865.84602
C 0.3834 4.1880 -1.2593 -0.177 -0.062 -0.149
C -0.2227 3.5038 -2.4793 0.202 -0.064 -0.011
C 0.4994 2.2152 -2.8718 -0.176 -0.207 0.155
C 0.2943 1.0952 -1.8486 0.005 0.388 -0.078
O 1.0184 -0.0806 -2.1362 0.201 -0.145 0.019
C 0.5461 -0.8131 -3.2502 0.146 -0.131 -0.271
C 1.0482 -2.2528 -3.1443 -0.374 0.264 0.263
H 0.9870 -2.7287 -4.1234 0.065 -0.031 -0.045
H 2.0951 -2.2252 -2.8357 0.095 -0.026 -0.096
C 0.2302 -3.0750 -2.1431 0.089 -0.043 -0.335
N 0.2287 -2.4890 -0.8257 0.173 -0.194 0.104
C -0.8179 -1.7584 -0.3702 0.253 -0.214 0.151
O -1.8989 -1.7347 -0.9320 -0.269 0.102 -0.105
C -0.5759 -1.0366 0.9109 0.038 0.243 0.119
C 0.6560 -0.4958 1.2563 -0.275 -0.172 -0.102
C 0.8195 0.2000 2.4419 0.136 0.204 0.353
C -0.2549 0.3592 3.3116 -0.080 -0.064 -0.115
C -1.4990 -0.1716 2.9607 0.126 0.099 0.129
C -1.6552 -0.8487 1.7738 0.098 -0.014 -0.068
H -2.6165 -1.2494 1.4904 -0.089 -0.016 -0.030
H -2.3250 -0.0306 3.6396 -0.104 0.006 0.077
O -0.2038 1.0123 4.5030 -0.278 -0.175 -0.190
C 1.0185 1.5730 4.9163 0.223 0.098 0.063
H 1.7947 0.8089 5.0277 -0.030 0.032 -0.021
H 1.3638 2.3440 4.2199 -0.008 -0.044 0.020
H 0.8208 2.0279 5.8856 0.064 -0.019 -0.070
H 1.7874 0.6170 2.6736 0.058 0.047 0.046
H 1.4979 -0.5743 0.5834 0.076 -0.006 -0.088
H 1.1259 -2.3707 -0.3840 -0.147 0.032 0.073
H 0.6310 -4.0924 -2.0838 -0.120 0.055 -0.025
H -0.8143 -3.1199 -2.4616 0.145 -0.098 0.023
H 0.9162 -0.3620 -4.1829 -0.100 -0.023 0.100
H -0.5520 -0.8005 -3.2684 0.017 0.021 -0.015
H -0.7776 0.8629 -1.7614 0.045 0.009 0.043
H 0.6610 1.4101 -0.8692 -0.129 0.029 -0.032
H 0.1223 1.8829 -3.8415 0.063 -0.021 -0.047
H 1.5702 2.4060 -2.9746 0.055 -0.015 -0.054
H -0.1814 4.1935 -3.3257 -0.109 -0.018 0.003
H -1.2739 3.2797 -2.2854 -0.083 0.048 -0.076
H 0.2657 3.5765 -0.3686 0.036 -0.007 0.154
H 1.4440 4.3735 -1.4149 0.135 0.038 0.032
H -0.1086 5.1416 -1.0817 0.006 0.092 0.099